DFT (wB97M-V/def2-TZVPD) results for a molecular structure, C37H84Br9NO at a distorted geometry.

XYZ file:
```
132
Properties=species:S:1:pos:R:3:forces:R:3:lowdin_charge:R:1
C -7.9667 0.5202 9.0159 0.7 0.2 0.3 -1.504
Br -7.9270 0.1766 10.9803 -0.1 0.4 -1.3 0.507
Br -6.7737 -0.7196 8.0867 -0.3 0.5 0.3 0.529
Br -7.4896 2.4271 8.5660 -0.5 -1.6 0.4 0.496
H -8.9569 0.2544 8.6459 0.2 0.5 0.2 -0.029
C -0.4219 7.8156 8.9851 -0.4 0.3 -0.8 -1.496
Br 0.7784 9.3540 9.1140 -0.6 -0.6 0.0 0.533
Br -0.0373 6.8209 7.2938 -0.3 0.6 1.2 0.498
Br -2.3614 8.3645 9.0625 1.6 -0.4 0.0 0.492
H -0.2113 7.1674 9.8357 -0.2 0.1 -0.3 -0.028
C 8.2041 -0.5868 12.3701 0.9 0.3 1.1 -1.504
Br 9.9014 0.4862 12.2900 -1.2 -0.6 0.1 0.485
Br 7.9758 -1.3260 14.2489 0.2 0.4 -1.6 0.481
Br 8.2160 -1.9005 10.9606 -0.2 0.3 0.6 0.566
H 7.3726 0.1108 12.2696 0.3 -0.3 -0.2 -0.029
C -6.2403 8.6004 19.5958 -0.6 1.3 -0.8 -0.100
C -7.0801 9.6279 18.7394 0.3 -1.5 1.0 -0.258
C -6.9947 9.4446 17.2263 0.1 -0.1 1.3 -0.250
C -7.7089 10.5711 16.5141 1.3 0.1 -0.6 -0.230
C -6.7805 11.8089 16.4642 -1.5 -0.5 0.4 -0.272
C -7.3443 12.9346 15.6092 1.3 0.2 0.1 -0.117
H -6.1651 8.9504 20.6253 -0.1 0.0 0.0 0.059
H -5.2264 8.5763 19.1963 0.0 -0.5 0.0 0.063
H -6.7735 7.6497 19.5949 0.5 -0.2 -0.1 0.065
H -8.1060 9.4541 19.0641 -0.2 0.5 -0.1 0.101
H -6.7748 10.6364 19.0182 -0.1 0.0 -0.1 0.094
H -7.3675 8.4854 16.8671 -0.2 -0.2 0.4 0.109
H -5.9300 9.4327 16.9934 0.1 0.2 -0.4 0.105
H -7.8999 10.1204 15.5402 -0.4 0.8 -0.4 0.106
H -8.6336 10.8998 16.9886 -0.2 -0.4 0.0 0.115
H -6.7302 12.1411 17.5012 0.3 0.2 0.1 0.094
H -5.7732 11.5135 16.1707 0.0 0.1 -0.2 0.108
H -6.5929 13.7212 15.6798 0.0 0.3 -0.4 0.064
H -7.3970 12.5867 14.5775 -0.3 0.3 -0.1 0.072
H -8.2649 13.4056 15.9537 -0.2 -0.5 0.0 0.073
C 6.6873 2.1061 5.8036 -0.7 1.5 1.3 -0.094
C 6.3763 3.6563 5.9318 0.3 -1.2 -0.9 -0.254
C 7.0566 4.2739 7.1162 1.2 -0.9 0.9 -0.291
C 6.9419 5.7435 7.3037 -0.6 1.2 0.3 -0.241
C 7.6918 6.3182 8.5584 -0.6 -0.6 -1.5 -0.246
C 7.6731 7.8554 8.6520 0.0 -1.0 0.2 -0.111
H 6.2558 1.6659 4.9047 0.5 0.0 0.0 0.064
H 6.2205 1.6451 6.6741 -0.4 -0.3 -0.1 0.058
H 7.7393 1.9108 6.0118 0.2 0.0 -0.8 0.063
H 6.7237 4.1537 5.0262 0.1 0.1 -0.1 0.101
H 5.2982 3.8168 5.9426 -0.1 -0.1 0.2 0.103
H 8.1192 4.0313 7.1044 0.3 -0.2 -0.4 0.113
H 6.7608 3.7854 8.0446 -0.5 -0.2 0.2 0.117
H 7.2465 6.2800 6.4051 0.5 0.0 -0.1 0.111
H 5.8673 5.9263 7.2988 -0.3 0.5 0.6 0.110
H 7.3651 5.7735 9.4443 -0.4 0.4 0.2 0.101
H 8.7237 5.9876 8.4406 0.3 0.1 0.0 0.098
H 8.2812 8.1023 9.5222 0.0 0.5 -0.1 0.065
H 8.0980 8.2630 7.7347 0.2 0.1 0.1 0.068
H 6.6803 8.2907 8.7660 -0.1 -0.2 0.1 0.067
C -1.7279 -4.8270 17.4986 -0.1 0.7 -0.7 -0.119
C -1.3306 -5.6404 16.2887 -0.3 -1.6 -0.6 -0.293
C -1.8105 -5.0811 14.9299 1.1 0.3 -0.3 -0.211
C -1.4378 -5.9085 13.6361 -0.9 -0.3 1.3 -0.186
C -2.2712 -7.2208 13.4730 0.5 -0.3 -0.2 -0.264
C -1.6247 -8.2244 12.5035 -0.7 -0.2 0.1 -0.128
H -1.0501 -3.9733 17.5004 -0.1 0.2 0.4 0.070
H -1.6648 -5.3386 18.4590 -0.1 -0.1 -0.2 0.072
H -2.7254 -4.4327 17.3050 -0.2 0.0 0.5 0.069
H -0.2473 -5.7582 16.3149 0.2 0.1 -0.4 0.105
H -1.6933 -6.6655 16.3638 -0.2 -0.2 0.2 0.091
H -1.3113 -4.1123 14.9085 0.1 0.3 -0.6 0.098
H -2.8692 -4.8223 14.9134 -0.2 -0.4 0.2 0.104
H -1.5334 -5.2740 12.7549 -0.2 0.0 0.0 0.101
H -0.3814 -6.1737 13.6799 0.1 -0.1 0.1 0.100
H -2.4512 -7.7550 14.4059 0.5 0.2 0.4 0.091
H -3.3023 -7.0951 13.1427 0.0 0.7 -0.3 0.100
H -2.2473 -9.1178 12.4550 -0.2 -0.1 0.0 0.062
H -1.6191 -7.8301 11.4873 0.4 0.1 0.0 0.068
H -0.6488 -8.5990 12.8126 0.2 0.4 -0.1 0.069
C 5.0798 -3.6282 24.1427 -0.8 0.3 0.0 -0.121
C 4.2925 -2.7531 23.1249 1.3 0.3 0.4 -0.240
C 4.8171 -1.2785 23.1058 0.3 -0.9 -0.5 -0.234
C 4.4256 -0.4880 21.8832 -1.8 2.1 0.5 -0.228
C 2.9121 0.0283 21.8870 1.3 -0.8 -0.8 -0.246
C 2.6273 0.7521 20.5526 -0.9 -0.6 0.8 -0.123
H 6.1375 -3.7736 23.9229 -0.1 0.1 -0.5 0.066
H 4.6039 -4.6078 24.1878 0.1 -0.1 0.2 0.061
H 5.0642 -3.1860 25.1389 -0.2 0.0 0.1 0.064
H 4.4460 -3.2247 22.1542 0.1 0.3 -0.3 0.099
H 3.2144 -2.8193 23.2715 0.0 0.2 0.4 0.096
H 5.9068 -1.2812 23.1338 0.2 -0.4 -0.1 0.102
H 4.5887 -0.6963 23.9985 -0.6 -0.2 0.2 0.110
H 4.9246 0.4804 21.9212 0.6 0.0 0.0 0.098
H 4.7143 -0.8968 20.9149 -0.2 -0.5 0.1 0.108
H 2.2406 -0.8117 22.0645 -0.2 -0.1 -0.4 0.090
H 2.7132 0.6824 22.7360 0.4 0.2 0.1 0.098
H 1.5883 1.0815 20.5572 0.0 0.3 0.0 0.061
H 3.2632 1.6235 20.3964 0.1 -0.2 -0.1 0.070
H 2.6708 0.0416 19.7271 0.4 0.1 -0.1 0.068
C -0.0173 -1.6792 4.2411 0.4 -0.5 -0.3 -0.124
C 0.6251 -2.4315 5.4454 -0.3 0.6 -1.3 -0.256
C 0.9238 -3.9194 5.0891 0.0 0.7 1.8 -0.192
C 1.4399 -4.6935 6.3442 -0.7 3.0 -0.1 -0.256
C 1.7145 -6.1022 6.1726 0.4 -2.9 -1.1 -0.321
C 2.6993 -6.6645 7.1311 1.8 0.0 1.2 -0.136
H -0.7433 -2.3376 3.7640 -0.3 0.1 0.0 0.060
H 0.7048 -1.4435 3.4594 0.3 -0.2 0.0 0.062
H -0.4827 -0.7137 4.4394 -0.1 -0.2 0.5 0.062
H 1.5416 -1.8894 5.6786 0.2 -0.2 0.3 0.098
H -0.0640 -2.2752 6.2753 0.1 -0.6 0.3 0.099
H 1.7628 -3.9447 4.3937 -0.3 -0.1 -0.5 0.112
H 0.0116 -4.3551 4.6813 0.2 -0.2 -0.2 0.108
H 2.3287 -4.1315 6.6312 0.6 -0.2 -0.1 0.115
H 0.8207 -4.4860 7.2169 -0.6 -0.2 0.0 0.117
H 0.8816 -6.7951 6.2917 -0.8 0.6 -0.2 0.115
H 2.0831 -6.3349 5.1735 0.0 0.3 -0.4 0.114
H 2.8375 -7.7454 7.1050 -0.8 -0.2 0.2 0.073
H 3.7392 -6.3739 6.9823 0.1 0.7 -0.4 0.071
H 2.4778 -6.2873 8.1295 -0.1 -0.5 0.3 0.077
C 1.1389 0.7480 12.0907 -0.5 0.2 -0.3 -0.062
C 0.6605 2.1959 12.3140 -0.9 -0.5 1.1 -0.449
C -0.6648 2.2137 13.1069 0.4 0.5 -0.6 -0.209
O -1.0575 3.5644 13.2212 -0.6 1.4 -0.6 -0.221
C -2.4037 3.8208 13.6582 1.0 -0.9 0.4 -0.080
N 1.6776 2.8665 13.0651 1.2 0.8 0.3 0.027
H 1.3755 0.3242 13.0667 -0.2 0.0 0.1 0.077
H 2.0511 0.6421 11.5035 0.0 0.4 -0.1 0.070
H 0.3825 0.1347 11.6010 -0.1 -0.1 0.0 0.068
H 0.4441 2.8348 11.4578 -0.2 -0.7 -0.7 0.134
H -0.5699 1.8585 14.1331 0.1 -0.8 -0.1 0.133
H -1.3339 1.6488 12.4578 -0.6 -0.2 0.5 0.123
H -3.1116 3.2972 13.0157 -0.2 0.0 0.0 0.084
H -2.6390 4.8834 13.7185 0.5 0.0 -0.5 0.084
H -2.4569 3.4618 14.6860 -0.5 -0.3 0.1 0.081
H 2.2022 3.3537 12.3526 0.7 0.1 0.3 0.073
H 1.2951 3.6181 13.6210 -0.3 0.1 0.1 0.067
```
Forces are in eV/Å.

As for the orbital gap: 8.8 eV. The total charge is 0. The HOMO energy comes out at -0.344 Ha.